ORCA calculation (wB97M-V/def2-TZVPD) on 8 unconnected molecules or ions with the total composition C33H76BN4O35PS7Si.

Results
- SMILES: CCCOC[C@@](CCO[Si](C)(C)C)(NCC)OC[C@@](B(N)O)(N(CCC)NCC)P(=O)(O)O.O=S1(=O)OCCO1.O=S1(=O)OCCO1.O=S1(=O)OCCO1.O=S1(=O)OCCO1.O=S1(=O)OCCO1.O=S1(=O)OCCO1.O=S1(=O)OCCO1
- Energy relative to the best compared isomer or geometry (same formula, charge and spin): 0.0 kJ/mol
- HOMO energy: -8.38 eV
- LUMO: 0.05 eV
- HOMO-LUMO gap: 8.433 eV
- DFT total energy: -206765.03251 eV

Geometry as ORCA input:
```
! wB97M-V def2-TZVPD RIJCOSX def2/J DEFGRID3
* xyz 0 1
C -0.097 1.163 5.350
C 0.131 -0.194 4.680
C 0.616 -0.090 3.238
O -0.508 0.053 2.374
C -0.152 -0.194 1.024
C -1.085 0.565 0.096
C -2.552 0.271 0.373
C -2.992 -1.186 0.464
O -3.131 -1.655 1.815
Si -4.358 -1.097 2.777
C -3.885 0.514 3.600
C -5.935 -0.840 1.815
C -4.603 -2.373 4.113
N -0.741 1.977 0.273
C -1.505 2.951 -0.529
C -2.271 3.939 0.332
O -0.876 0.151 -1.241
C 0.409 0.425 -1.807
C 1.129 -0.854 -2.315
B 0.656 -2.156 -1.468
N -0.715 -2.681 -1.540
O 1.568 -2.795 -0.621
N 0.924 -0.966 -3.776
C -0.396 -1.383 -4.236
C -0.585 -1.117 -5.727
C -2.074 -1.139 -6.128
N 2.039 -1.556 -4.414
C 2.053 -3.013 -4.528
C 3.390 -3.489 -5.092
P 2.894 -0.467 -2.080
O 3.402 0.745 -2.738
O 3.769 -1.782 -2.303
O 2.846 -0.367 -0.459
H -0.633 1.850 4.684
H 0.857 1.631 5.619
H -0.688 1.061 6.266
H -0.817 -0.753 4.658
H 0.868 -0.772 5.247
H 1.179 -0.990 2.959
H 1.278 0.781 3.101
H 0.873 0.144 0.832
H -0.218 -1.281 0.816
H -3.108 0.726 -0.455
H -2.814 0.807 1.290
H -2.261 -1.839 -0.051
H -3.939 -1.319 -0.071
H -4.335 0.586 4.597
H -4.170 1.394 3.014
H -2.790 0.542 3.722
H -5.965 0.131 1.305
H -6.754 -0.840 2.547
H -6.149 -1.624 1.082
H -3.917 -2.176 4.945
H -5.625 -2.336 4.503
H -4.397 -3.384 3.753
H -0.855 2.178 1.265
H -2.178 2.423 -1.212
H -0.804 3.513 -1.161
H -2.718 4.726 -0.280
H -3.077 3.453 0.895
H -1.591 4.412 1.053
H 0.284 1.059 -2.693
H 1.008 0.977 -1.085
H -0.930 -3.048 -0.610
H -0.746 -3.517 -2.129
H 1.799 -2.298 0.173
H -1.134 -0.798 -3.673
H -0.620 -2.440 -4.015
H -0.037 -1.856 -6.322
H -0.141 -0.140 -5.954
H -2.274 -1.876 -6.912
H -2.723 -1.385 -5.280
H -2.395 -0.166 -6.513
H 2.136 -1.111 -5.322
H 1.235 -3.394 -5.163
H 1.902 -3.422 -3.520
H 4.182 -3.350 -4.351
H 3.344 -4.550 -5.361
H 3.668 -2.916 -5.983
H 4.009 -2.234 -1.486
H 3.720 -0.122 -0.119
O -4.384 4.744 -2.150
S -4.132 6.099 -2.500
O -2.957 6.440 -3.219
O -4.253 6.989 -1.190
C -5.237 8.025 -1.367
C -6.232 7.405 -2.324
O -5.394 6.689 -3.262
H -4.752 8.907 -1.790
H -5.668 8.262 -0.399
H -6.809 8.147 -2.868
H -6.878 6.692 -1.830
O -7.517 6.455 0.220
S -7.267 6.185 1.600
O -6.918 7.267 2.448
O -6.198 5.024 1.681
C -6.692 3.923 2.471
C -8.189 3.973 2.237
O -8.478 5.392 2.232
H -6.424 4.088 3.515
H -6.235 3.006 2.110
H -8.775 3.505 3.021
H -8.468 3.549 1.274
O 2.386 -5.285 4.356
S 1.706 -4.190 3.760
O 2.062 -2.861 4.120
O 0.148 -4.401 3.893
C -0.491 -4.328 2.598
C 0.575 -4.852 1.651
O 1.790 -4.284 2.175
H -0.767 -3.293 2.397
H -1.381 -4.947 2.622
H 0.451 -4.511 0.627
H 0.654 -5.940 1.676
O 7.688 -0.730 3.232
S 7.549 -1.845 4.097
O 8.589 -2.160 5.019
O 7.205 -3.126 3.230
C 5.990 -3.743 3.674
C 5.185 -2.589 4.228
O 6.179 -1.770 4.890
H 6.227 -4.476 4.446
H 5.519 -4.235 2.828
H 4.440 -2.901 4.952
H 4.710 -1.998 3.444
O -12.279 1.434 -0.508
S -11.226 2.350 -0.259
O -10.262 2.078 0.750
O -11.849 3.796 -0.037
C -11.263 4.754 -0.938
C -10.918 3.923 -2.160
O -10.436 2.691 -1.595
H -10.375 5.186 -0.472
H -11.995 5.531 -1.137
H -10.127 4.354 -2.766
H -11.794 3.715 -2.777
O 11.136 -4.092 -5.508
S 11.357 -2.707 -5.730
O 11.651 -2.234 -7.036
O 12.465 -2.211 -4.698
C 11.981 -1.101 -3.921
C 10.491 -1.352 -3.832
O 10.156 -1.847 -5.147
H 12.213 -0.176 -4.451
H 12.466 -1.112 -2.949
H 9.914 -0.452 -3.642
H 10.254 -2.110 -3.090
O 8.733 -2.470 0.593
S 10.138 -2.405 0.463
O 10.723 -2.005 -0.771
O 10.749 -3.799 0.926
C 11.726 -3.608 1.964
C 11.243 -2.364 2.687
O 10.776 -1.523 1.612
H 12.704 -3.462 1.503
H 11.739 -4.493 2.594
H 12.031 -1.835 3.215
H 10.417 -2.570 3.368
*
```

***

ORCA calculation (wB97M-V/def2-TZVPD) on 9 unconnected molecules or ions with the total composition C33H76F2N3O12S9Si in a non-equilibrium geometry.

Results
- HOMO energy: -10.16 eV
- LUMO: -2.96 eV
- HOMO-LUMO gap: 7.196 eV
- DFT total energy: -175310.72122 eV

Geometry as ORCA input:
```
! wB97M-V def2-TZVPD RIJCOSX def2/J DEFGRID3
* xyz 1 1
C 0.001 0.597 -3.432
C 1.262 0.236 -2.668
O 2.432 0.381 -3.454
C 1.423 1.043 -1.391
O 0.437 0.580 -0.460
N 0.783 1.004 0.826
C -0.102 0.616 1.778
N -1.263 -0.003 1.386
C -2.496 0.806 1.272
F -3.458 -0.052 1.695
F -2.438 1.794 2.217
C -2.788 1.370 -0.079
C -1.902 2.582 -0.426
Si -2.737 4.281 -0.468
C -2.416 5.152 1.162
C -4.580 4.161 -0.738
C -1.858 5.262 -1.782
C -0.458 5.301 -1.700
C 0.299 6.003 -2.620
C -0.340 6.698 -3.652
C -1.719 6.679 -3.728
C -2.470 5.966 -2.801
N 0.211 0.830 3.043
S 1.722 1.557 3.412
C -0.674 0.558 4.176
C 0.036 -0.208 5.277
O -0.183 0.016 6.418
O 0.834 -1.227 4.842
H 0.121 1.548 -3.949
H -0.837 0.693 -2.748
H -0.248 -0.179 -4.149
H 1.219 -0.819 -2.415
H 2.610 1.314 -3.607
H 2.425 0.911 -0.988
H 1.252 2.107 -1.594
H 1.006 2.004 0.834
H -1.456 -0.860 1.887
H -2.681 0.557 -0.791
H -3.845 1.634 -0.070
H -1.128 2.672 0.332
H -1.385 2.398 -1.358
H -1.376 5.013 1.458
H -2.537 6.222 1.003
H -3.081 4.834 1.960
H -5.037 3.797 0.183
H -4.980 5.160 -0.894
H -4.890 3.499 -1.542
H 0.057 4.790 -0.895
H 1.375 6.012 -2.532
H 0.238 7.255 -4.372
H -2.214 7.214 -4.524
H -3.548 5.963 -2.882
H 1.309 2.813 3.184
H -1.016 1.496 4.600
H -1.541 -0.015 3.865
H 1.755 -0.942 4.775
C -0.501 2.717 11.569
S 0.644 2.781 10.188
O 0.292 3.984 9.387
C -0.028 1.376 9.299
H -0.275 3.558 12.220
H -1.521 2.800 11.195
H -0.361 1.782 12.111
H -1.080 1.551 9.081
H 0.099 0.468 9.890
H 0.530 1.287 8.373
C 3.474 4.529 2.809
S 2.558 5.625 1.734
O 1.531 4.722 1.124
C 3.846 5.853 0.510
H 2.779 4.250 3.598
H 3.757 3.653 2.226
H 4.352 4.993 3.255
H 4.158 4.882 0.126
H 4.685 6.379 0.966
H 3.430 6.456 -0.294
C 6.420 1.001 6.027
S 5.939 2.414 5.037
O 4.819 1.959 4.157
C 7.404 2.449 4.005
H 5.603 0.787 6.713
H 6.597 0.146 5.375
H 7.317 1.249 6.593
H 7.510 1.492 3.494
H 8.275 2.655 4.626
H 7.277 3.247 3.277
C 1.000 -5.240 -2.665
S 0.706 -3.566 -3.226
O -0.525 -3.582 -4.062
C 2.102 -3.456 -4.344
H 0.204 -5.518 -1.976
H 0.996 -5.918 -3.517
H 1.958 -5.282 -2.147
H 2.030 -4.240 -5.096
H 3.030 -3.548 -3.780
H 2.068 -2.480 -4.822
C 1.804 -0.832 -7.618
S 3.003 -2.168 -7.705
O 4.335 -1.568 -7.443
C 2.879 -2.425 -9.477
H 1.769 -0.491 -6.584
H 2.125 -0.018 -8.266
H 0.824 -1.206 -7.916
H 3.126 -1.498 -9.994
H 1.869 -2.751 -9.726
H 3.592 -3.201 -9.744
C -2.088 -5.591 0.704
S -1.506 -7.292 0.829
O -0.669 -7.531 -0.378
C -3.093 -8.055 0.521
H -1.222 -4.942 0.822
H -2.543 -5.433 -0.274
H -2.806 -5.398 1.501
H -3.476 -7.718 -0.443
H -3.786 -7.798 1.322
H -2.933 -9.129 0.520
C -4.443 3.220 -5.543
S -3.031 2.235 -5.039
O -1.958 3.179 -4.633
C -2.634 1.591 -6.666
H -4.821 3.725 -4.656
H -4.129 3.955 -6.284
H -5.212 2.564 -5.950
H -2.443 2.417 -7.352
H -3.465 0.980 -7.016
H -1.742 0.977 -6.566
C -2.665 -12.529 0.004
S -3.470 -11.816 1.442
O -2.524 -10.818 2.011
C -3.354 -13.277 2.475
H -2.597 -11.753 -0.755
H -1.667 -12.867 0.281
H -3.266 -13.358 -0.370
H -2.307 -13.562 2.576
H -3.935 -14.082 2.027
H -3.767 -13.023 3.449
*
```